[1]
22
Properties=species:S:1:pos:R:3 method="wB97M-V/def2-TZVPD" charge=+1 homo_lumo_gap_ev=7.40 smiles="[NH3+]C1=Cc2ccc([N+](=O)[O-])cc2SN1" e_homo_ev=-12.1 fmax_ev_per_a=7.86
N -0.25 -2.48 2.97
C -0.43 -1.46 1.93
C 0.80 -0.95 1.12
C 0.58 -0.03 0.05
C 1.56 0.13 -0.95
C 1.36 0.99 -2.00
C 0.15 1.68 -2.10
N -0.08 2.57 -3.22
O 0.86 2.82 -3.93
O -1.21 2.97 -3.37
C -0.84 1.54 -1.13
C -0.61 0.71 -0.05
S -1.77 0.71 1.29
N -1.68 -0.95 1.77
H -0.51 -2.09 3.89
H 0.74 -2.78 3.01
H -0.84 -3.31 2.80
H 1.77 -1.34 1.37
H 2.47 -0.44 -0.88
H 2.11 1.14 -2.76
H -1.76 2.10 -1.23
H -2.42 -1.55 1.42



[2]
21
Properties=species:S:1:pos:R:3 method="wB97M-V/def2-TZVPD" charge=0 homo_lumo_gap_ev=8.98 smiles="C=CCn1ncc2cncn2c1=O" e_homo_ev=-8.6 fmax_ev_per_a=12.38
C 3.73 -0.75 0.81
C 2.73 0.14 0.45
C 1.83 0.35 -0.77
N 0.38 0.55 -0.46
N -0.02 1.72 -0.30
C -1.23 1.85 -0.11
C -2.09 0.59 -0.03
C -3.40 0.47 0.42
N -3.77 -0.86 0.55
C -2.77 -1.42 -0.10
N -1.66 -0.62 -0.52
C -0.17 -0.87 -0.44
O 0.21 -2.01 -0.59
H 4.32 -0.89 1.87
H 4.32 -1.30 -0.18
H 1.99 0.65 1.35
H 2.20 1.56 -1.00
H 2.11 -0.40 -1.55
H -1.87 2.72 -0.11
H -4.04 1.21 0.82
H -2.79 -2.69 -0.11



[3]
20
Properties=species:S:1:pos:R:3 method="wB97M-V/def2-TZVPD" charge=+1 homo_lumo_gap_ev=7.89 e_homo_ev=-13.1 fmax_ev_per_a=5.73
C -0.84 -2.16 -0.38
C 0.45 -2.58 -0.25
C -1.15 -0.88 -0.09
C 1.44 -1.63 -0.21
C -0.20 0.15 -0.20
C 1.19 -0.25 -0.33
C -3.07 2.36 0.08
C -0.74 1.54 -0.19
N -2.01 1.78 -0.08
O 3.16 1.74 -0.61
O 3.29 0.31 1.37
S 3.05 0.35 -0.26
H -1.60 -2.84 -0.41
H 0.52 -3.70 -0.18
H -2.20 -0.46 0.12
H 2.38 -2.07 -0.10
H -3.64 2.34 -0.84
H -3.39 2.59 1.18
H 3.32 1.16 1.77
H 0.05 2.25 -0.39



[4]
20
Properties=species:S:1:pos:R:3 method="wB97M-V/def2-TZVPD" charge=-1 homo_lumo_gap_ev="4.87 / 6.64" multiplicity=3 e_homo_ev="-0.9 / -5.3" s_squared=2.01 fmax_ev_per_a=6.09
C 1.18 0.47 -0.29
C -0.06 0.82 -0.02
C -1.25 -1.01 0.23
C -1.82 0.51 -1.47
C 2.46 0.20 -0.41
C -0.79 0.19 1.21
C 3.01 -1.03 -1.12
C -2.02 0.83 1.78
N -1.88 -0.66 -0.89
O -1.05 -2.12 0.66
O -2.46 0.90 -2.41
O -0.92 1.48 -0.92
H 3.25 0.77 0.02
H -0.18 -0.30 1.89
H 3.67 -0.55 -1.95
H 2.09 -1.49 -1.67
H 3.65 -1.70 -0.50
H -2.56 -0.16 2.11
H -2.48 1.48 1.01
H -1.84 1.37 2.73



[5]
17
Properties=species:S:1:pos:R:3 method="wB97M-V/def2-TZVPD" charge=0 homo_lumo_gap_ev="9.04 / 6.26" e_homo_ev="-8.8 / -6.8" fmax_ev_per_a=3.81
C 1.35 -0.28 1.11
C 1.29 -1.55 0.62
C 1.60 -2.78 0.60
C -0.75 0.53 0.45
C -1.08 -0.91 0.00
C 0.85 -0.25 -1.28
C 0.73 0.61 0.07
C 0.30 -1.44 -0.56
O 1.73 -3.93 0.49
H 1.54 0.05 2.13
H -1.37 1.19 -0.12
H -1.04 0.82 1.55
H -1.22 -1.63 0.94
H -1.77 -0.92 -0.83
H 0.15 -0.04 -2.19
H 1.86 -0.30 -1.55
H 1.03 1.65 0.10



[6]
17
Properties=species:S:1:pos:R:3 method="wB97M-V/def2-TZVPD" charge=0 homo_lumo_gap_ev=8.54 e_homo_ev=-7.6 fmax_ev_per_a=3.90
C -0.30 -1.63 -1.51
C 0.13 -0.52 -2.12
C -2.38 -0.43 -0.52
C -1.99 0.72 -1.18
C -0.97 -0.98 -0.36
C -0.48 0.45 -1.22
C 0.16 0.58 0.07
C 1.80 0.61 1.71
O 1.43 0.30 0.42
H -0.17 -2.63 -1.60
H 0.80 -0.39 -2.92
H -3.50 -0.74 -0.37
H -2.43 1.62 -1.42
H -0.37 1.22 0.79
H 2.90 1.13 1.67
H 1.78 -0.24 2.42
H 1.10 1.34 2.02



[7]
17
Properties=species:S:1:pos:R:3 method="wB97M-V/def2-TZVPD" charge=0 homo_lumo_gap_ev=8.37 smiles="C1=c2ccoc2=1.C=CC" e_homo_ev=-8.0 fmax_ev_per_a=3.39
C -4.06 -2.17 1.97
C -3.03 -1.39 1.58
C -1.97 -0.80 0.84
C -2.08 -1.11 -0.45
O -3.27 -1.92 -0.62
C -3.86 -2.07 0.53
H -1.08 -0.37 1.09
H -1.57 -1.02 -1.45
C 1.24 -0.41 0.85
C 1.58 0.20 -0.30
C 1.77 1.66 -0.38
H 0.81 -1.38 0.73
H 0.90 0.32 1.66
H 1.70 -0.36 -1.26
H 2.05 1.99 -1.40
H 2.61 1.93 0.17
H 0.95 2.23 0.01



[8]
18
Properties=species:S:1:pos:R:3 method="wB97M-V/def2-TZVPD" charge=0 homo_lumo_gap_ev=11.05 smiles=C#CC1(C#C)OC[C@H](C)O1 e_homo_ev=-10.0 fmax_ev_per_a=3.93
C -2.62 0.32 2.61
C -1.75 0.37 1.79
C -0.73 0.46 0.76
C -1.03 1.54 -0.24
C -1.15 2.39 -1.08
O 0.61 0.65 1.35
C 1.45 0.15 0.32
C 0.71 -1.09 -0.13
C 1.03 -1.51 -1.63
O -0.63 -0.82 0.03
H -3.44 0.50 3.27
H -1.08 2.96 -2.06
H 2.35 -0.12 0.77
H 1.85 0.97 -0.42
H 1.11 -1.91 0.44
H 0.86 -0.64 -2.19
H 0.39 -2.36 -1.82
H 2.06 -1.86 -1.80